[1]
Here is a molecular structure, C34H29IrN11Te from the OMol25 dataset. Energies are from the ωB97M-V functional and the def2-TZVPD basis.

Element x y z (Å)
Ir  -0.938  1.302  0.992
C  -0.320  3.275  -2.742
C  -0.952  2.775  -1.640
N  -0.232  2.114  -0.714
C  1.118  2.035  -0.848
C  1.711  2.392  -2.052
N  0.977  3.031  -2.952
C  1.827  1.223  0.160
C  3.204  0.956  0.292
C  3.721  0.151  1.338
C  2.753  -0.406  2.245
C  1.440  -0.029  2.105
N  0.963  0.784  1.154
C  0.394  -0.318  3.073
C  0.494  -0.984  4.297
N  -0.525  -1.112  5.164
C  -1.597  -0.375  4.848
C  -1.797  0.255  3.673
N  -0.855  0.228  2.748
C  5.169  0.006  1.546
C  5.774  -0.656  2.662
C  7.138  -0.742  2.794
N  7.955  -0.267  1.894
C  7.478  0.423  0.842
C  6.120  0.553  0.632
H  -0.823  3.803  -3.517
H  -2.036  2.912  -1.417
H  2.796  2.356  -2.232
H  3.892  1.345  -0.480
H  2.993  -1.245  2.902
H  1.500  -1.387  4.602
H  -2.428  -0.490  5.529
H  -2.706  0.847  3.361
H  5.108  -1.238  3.313
H  7.566  -1.376  3.577
H  8.140  0.925  0.195
H  5.792  1.108  -0.214
N  0.848  -2.894  -1.737
C  0.502  -1.617  -1.843
N  -0.608  -1.204  -1.344
C  -1.402  -1.920  -0.547
N  -2.205  -1.421  0.341
N  -2.376  -0.071  0.386
C  -3.653  0.277  0.381
C  -3.930  1.643  0.598
C  -5.157  2.328  0.642
C  -5.181  3.629  1.082
C  -3.994  4.250  1.437
C  -2.777  3.599  1.317
N  -2.742  2.351  0.948
C  -1.175  -3.364  -0.524
C  -1.976  -4.172  0.326
C  -1.609  -5.502  0.474
C  -0.437  -5.978  -0.139
C  0.448  -5.162  -0.808
C  0.033  -3.841  -1.059
H  1.681  -3.239  -2.217
H  1.062  -0.853  -2.295
H  -4.379  -0.500  0.112
H  -6.066  1.803  0.299
H  -6.093  4.188  1.176
H  -3.894  5.279  1.746
H  -1.847  4.104  1.519
H  -2.944  -3.769  0.682
H  -2.259  -6.205  0.999
H  -0.131  -6.965  -0.037
H  1.402  -5.481  -1.216
C  -3.230  1.784  -5.061
Te  -3.214  -0.364  -4.904
C  -1.177  -0.337  -5.545
H  -3.761  2.293  -4.186
H  -3.807  2.021  -5.919
H  -2.192  2.163  -5.147
H  -1.155  0.123  -6.562
H  -0.858  -1.408  -5.652
H  -0.560  0.259  -4.852

The calculation puts the calculated total energy at -2286.08795 Eh. The HOMO energy (spin up / spin down) is -0.5802 / -0.6611 Ha. As for the charge: +4. As for the spin multiplicity: 6. For the strongest force on any atom, the calculation gives 0.10365 Eh/bohr. The value obtained for the energy relative to the best compared isomer or geometry (same formula, charge and spin) is 0.0000 eV. For the LUMO energy (spin up / spin down), the calculation gives -11.2 / -13.7 eV.

[2]
Here is 2 unconnected molecules or ions with the total composition C34H29N5O4 from the OMol25 dataset. Energies are from the ωB97M-V functional and the def2-TZVPD basis.

Element x y z (Å)
C  6.493  1.345  1.861
O  6.010  2.447  1.057
C  4.667  2.549  0.864
C  4.207  3.667  0.122
C  2.876  3.758  -0.218
C  1.935  2.794  0.227
C  0.522  2.890  -0.114
C  -0.472  3.066  0.800
C  -1.841  3.342  0.352
O  -2.179  3.296  -0.834
N  -2.762  3.704  1.352
C  -4.074  4.160  0.933
C  -2.669  3.196  2.655
O  -3.602  3.197  3.453
N  -1.404  2.693  2.987
C  -1.225  2.389  4.389
C  -0.263  3.108  2.262
O  0.774  3.423  2.837
C  2.406  1.718  0.999
C  3.739  1.589  1.337
H  7.559  1.539  1.982
H  5.998  1.329  2.844
H  6.343  0.384  1.345
H  4.937  4.419  -0.182
H  2.507  4.604  -0.804
H  0.259  2.909  -1.170
H  -4.642  4.396  1.829
H  -3.955  5.042  0.303
H  -4.586  3.374  0.368
H  -0.241  1.937  4.505
H  -1.300  3.307  4.986
H  -2.015  1.699  4.686
H  1.686  0.962  1.320
H  4.070  0.747  1.949
C  4.882  -1.079  -2.294
C  4.019  -0.016  -1.970
C  2.667  -0.275  -1.727
C  2.205  -1.593  -1.775
N  0.867  -1.851  -1.506
C  -0.103  -0.969  -1.224
N  -1.226  -1.763  -1.151
C  -2.542  -1.267  -1.232
C  -2.705  0.077  -0.932
C  -3.983  0.639  -0.977
C  -5.085  -0.150  -1.333
C  -4.895  -1.481  -1.710
C  -3.606  -2.031  -1.705
C  -0.838  -3.120  -1.239
C  -1.634  -4.311  -0.941
C  -1.233  -5.476  -1.622
C  -1.880  -6.690  -1.387
C  -2.897  -6.765  -0.419
C  -3.291  -5.613  0.280
C  -2.669  -4.389  0.029
N  0.441  -3.167  -1.535
C  3.038  -2.657  -2.108
C  4.393  -2.393  -2.360
H  5.936  -0.877  -2.494
H  4.398  1.006  -1.915
H  1.933  0.496  -1.493
H  -1.806  0.637  -0.675
H  -4.100  1.697  -0.760
H  -6.087  0.285  -1.346
H  -5.739  -2.095  -2.018
H  -3.435  -3.051  -2.052
H  -0.413  -5.399  -2.338
H  -1.578  -7.572  -1.959
H  -3.387  -7.723  -0.220
H  -4.092  -5.675  1.019
H  -2.981  -3.499  0.576
H  2.602  -3.653  -2.169
H  5.064  -3.219  -2.602

The calculation puts the calculated total energy at -1887.75372 Eh. The HOMO energy is -0.3065 Ha. For the strongest force on any atom, the calculation gives 0.04847 Eh/bohr. For the LUMO energy, the calculation gives -0.5 eV.

[3]
Here is a molecular structure, C34H29N8O2S2Ta from the OMol25 dataset. Energies are from the ωB97M-V functional and the def2-TZVPD basis.

Element x y z (Å)
Ta  0.555  -0.217  0.192
O  2.074  -1.091  -3.543
C  1.490  -1.209  -2.498
N  1.794  -0.485  -1.353
C  3.061  0.209  -1.502
C  3.624  0.555  -0.165
C  4.957  0.925  -0.006
C  5.432  1.209  1.263
C  4.557  1.093  2.342
C  3.255  0.712  2.101
N  2.777  0.464  0.870
C  0.404  -2.208  -2.273
C  0.147  -3.185  -3.225
C  -0.791  -4.165  -2.931
C  -1.456  -4.104  -1.714
C  -1.145  -3.086  -0.823
N  -0.221  -2.163  -1.092
H  2.929  1.120  -2.105
H  3.763  -0.421  -2.065
H  5.609  0.974  -0.866
H  6.461  1.501  1.419
H  4.888  1.291  3.349
H  2.559  0.572  2.918
H  0.695  -3.165  -4.155
H  -0.991  -4.958  -3.636
H  -2.198  -4.844  -1.455
H  -1.627  -3.016  0.144
N  0.866  4.151  0.412
C  1.029  4.166  -0.952
C  1.342  5.196  -1.828
C  1.458  4.859  -3.162
C  1.243  3.545  -3.606
C  0.918  2.517  -2.740
C  0.832  2.830  -1.382
N  0.575  2.057  -0.261
C  0.598  2.892  0.788
C  0.340  2.427  2.124
C  0.223  3.156  3.283
S  -0.168  2.146  4.601
C  -0.144  0.806  3.548
N  0.136  1.081  2.295
H  0.949  4.964  1.006
H  1.485  6.208  -1.480
H  1.708  5.624  -3.884
H  1.336  3.338  -4.663
H  0.720  1.519  -3.107
H  0.336  4.214  3.416
H  -0.344  -0.196  3.881
C  -3.291  0.087  1.648
C  -2.693  0.046  0.284
O  -1.421  -0.102  0.205
C  -3.523  0.146  -0.870
C  -2.967  0.031  -2.172
C  -3.776  0.038  -3.282
C  -5.160  0.177  -3.142
C  -5.726  0.330  -1.877
C  -4.929  0.319  -0.756
H  -2.531  -0.119  2.398
H  -4.104  -0.631  1.742
H  -3.719  1.076  1.830
H  -1.893  -0.071  -2.275
H  -3.352  -0.063  -4.269
H  -5.794  0.167  -4.016
H  -6.795  0.452  -1.778
H  -5.393  0.442  0.208
S  1.638  -2.147  1.582
C  0.564  -2.995  2.604
N  1.069  -4.052  3.298
C  0.306  -4.767  4.138
C  -1.017  -4.412  4.296
C  -1.475  -3.315  3.558
N  -0.705  -2.621  2.733
H  2.053  -4.287  3.166
H  0.764  -5.598  4.662
H  -1.667  -4.954  4.964
H  -2.501  -2.984  3.639

The calculation puts the calculated total energy at -2753.79223 Eh. The HOMO energy is -0.6785 Ha. As for the charge: +4. For the strongest force on any atom, the calculation gives 0.03502 Eh/bohr. The value obtained for the energy relative to the best compared isomer or geometry (same formula, charge and spin) is 0.3636 eV. For the LUMO energy, the calculation gives -12.5 eV.